[1]
44
Properties=species:S:1:pos:R:3 method="wB97M-V/def2-TZVPD" charge=0 homo_energy_ev="-7.4 / -7.3" homo_lumo_gap_ev="6.367 / 6.558" e_tot_ev=-30849.26070 e_lumo_ev="-0.997 / -0.708" largest_force_ev_per_a=2.90
C -2.504 -1.424 0.231
C -1.998 -1.388 1.563
C -1.662 -0.056 1.883
H -1.998 -2.220 2.265
C -1.962 0.752 0.720
C -2.491 -0.116 -0.309
H -2.940 0.219 -1.245
H -2.992 -2.275 -0.245
H -1.364 0.327 2.859
H -2.146 1.813 0.739
C 2.638 -0.432 0.164
C 2.199 -1.724 0.266
C 1.354 -2.094 -0.909
H 2.533 -2.472 0.980
C 1.180 -0.750 -1.618
C 2.070 0.178 -1.014
H 2.420 1.109 -1.470
H 3.315 0.103 0.839
H 1.829 -2.894 -1.506
H 0.811 -0.717 -2.643
Al -0.056 0.170 -0.132
O 0.554 1.672 0.493
C 0.204 2.827 1.249
C -0.412 3.854 0.388
H -0.510 2.590 2.051
H 1.138 3.211 1.671
H -1.474 3.732 0.147
H -1.483 6.164 -0.334
C -0.403 6.130 -0.511
C 0.283 4.913 -0.189
C 1.694 4.847 -0.469
H 2.203 3.896 -0.272
C 2.351 5.954 -0.977
H 3.411 5.881 -1.194
C 1.674 7.157 -1.196
H 2.213 8.025 -1.558
C 0.299 7.236 -0.952
H -0.229 8.171 -1.104
B -0.771 -5.162 0.169
C -0.435 -3.772 -0.246
N -0.085 -2.672 -0.534
H -1.568 -5.593 -0.649
H -1.236 -5.076 1.291
H 0.290 -5.776 0.159

---

[2]
52
Properties=species:S:1:pos:R:3 method="wB97M-V/def2-TZVPD" charge=-1 homo_energy_ev=-3.8 homo_lumo_gap_ev=6.324 e_tot_ev=-142649.09751 e_lumo_ev=2.543 largest_force_ev_per_a=3.14
Ca -0.563 0.092 -0.572
O -2.440 -1.242 1.345
As -2.856 0.497 1.363
O -3.498 0.773 2.855
O -1.404 1.271 0.993
C -4.241 0.858 0.053
C -5.447 1.229 0.633
C -6.526 1.589 -0.168
C -6.407 1.586 -1.548
C -5.208 1.230 -2.151
C -4.121 0.873 -1.361
S -2.640 0.367 -2.204
O -2.985 0.194 -3.575
O -1.621 1.419 -1.957
O -2.242 -0.873 -1.482
H -2.848 -1.529 2.182
H -5.510 1.237 1.713
H -7.463 1.876 0.296
H -7.250 1.865 -2.165
H -5.094 1.208 -3.225
C 3.344 -0.378 -1.967
Si 1.737 -1.261 -1.467
C 2.422 -2.887 -0.753
C 1.113 -1.809 -3.213
C 0.553 -0.843 -4.072
C 0.045 -1.167 -5.329
C 0.077 -2.486 -5.771
C 0.612 -3.471 -4.942
C 1.120 -3.134 -3.684
H 3.999 -1.035 -2.563
H 3.898 -0.043 -1.074
H 3.126 0.521 -2.569
H 3.180 -3.341 -1.416
H 1.623 -3.628 -0.588
H 2.896 -2.697 0.223
H 0.501 0.196 -3.747
H -0.396 -0.394 -5.953
H -0.309 -2.744 -6.752
H 0.630 -4.505 -5.274
H 1.527 -3.924 -3.053
S 2.292 2.073 0.892
C 1.481 2.096 2.378
N 0.397 2.888 2.593
C -0.307 2.973 3.751
C 0.078 2.281 4.843
C 1.185 1.417 4.704
C 1.859 1.319 3.521
H 0.021 3.306 1.764
H -1.179 3.608 3.734
H -0.478 2.360 5.768
H 1.489 0.805 5.551
H 2.688 0.637 3.389

---

[3]
48
Properties=species:S:1:pos:R:3 method="wB97M-V/def2-TZVPD" charge=+1 homo_energy_ev="-10.6 / -10.7" homo_lumo_gap_ev="7.533 / 7.610" e_tot_ev=-185246.44147 e_lumo_ev="-3.104 / -3.047" largest_force_ev_per_a=1.25 multiplicity=5
Pm 0.313 0.173 0.158
C -0.155 -3.484 -0.691
C -1.413 -2.721 -0.992
C -2.535 -3.394 -1.505
C -3.653 -2.693 -1.845
C -3.697 -1.296 -1.660
C -4.792 -0.473 -2.020
Br -6.332 -1.225 -2.814
C -4.747 0.870 -1.808
C -3.623 1.450 -1.196
Br -3.600 3.304 -0.880
C -2.540 0.706 -0.791
O -1.492 1.231 -0.161
C -2.563 -0.693 -1.076
N -1.426 -1.417 -0.771
H -0.123 -4.415 -1.253
H -0.100 -3.736 0.371
H 0.723 -2.897 -0.959
H -2.486 -4.465 -1.649
H -4.513 -3.197 -2.266
H -5.580 1.497 -2.097
N 2.742 -1.020 -0.861
C 2.796 -1.802 0.289
C 3.698 -2.856 0.432
C 3.655 -3.619 1.577
C 2.718 -3.323 2.567
C 1.857 -2.280 2.344
N 1.870 -1.534 1.224
H 3.461 -1.227 -1.539
H 2.663 -0.001 -0.711
H 4.419 -3.052 -0.352
H 4.352 -4.436 1.709
H 2.663 -3.892 3.484
H 1.105 -2.021 3.081
C 2.568 1.673 1.786
C 2.048 2.414 0.540
C 0.752 3.155 0.899
C 3.092 3.393 0.036
O 1.768 1.455 -0.489
H 2.836 2.392 2.560
H 3.452 1.083 1.540
H 1.806 1.006 2.213
H 0.955 3.968 1.593
H 0.012 2.499 1.376
H 0.302 3.562 -0.006
H 3.285 4.170 0.777
H 2.739 3.860 -0.884
H 4.026 2.872 -0.178

---

[4]
44
Properties=species:S:1:pos:R:3 method="wB97M-V/def2-TZVPD" charge=0 smiles="CCC[C@]1(C)NC(=O)c2ccccc2N1Cc1ccccc1Cl" homo_energy_ev=-8.0 homo_lumo_gap_ev=8.618 e_tot_ev=-37592.49858 e_lumo_ev=0.601 largest_force_ev_per_a=4.75
O 1.554 -1.182 3.475
Cl -2.963 0.506 -3.149
C 0.749 -0.820 2.636
C 0.226 -1.831 -3.968
C -1.860 -3.354 2.132
C -2.513 -2.843 1.033
C 1.014 -1.693 -2.882
C -0.985 -1.292 -4.114
C -0.738 -2.625 2.701
C -2.095 -1.657 0.438
C 0.564 -0.851 -1.840
C -1.429 -0.313 -3.121
C -0.323 -1.512 2.096
C -1.003 -0.957 0.955
C -0.577 -0.076 -2.044
N 1.047 0.329 2.116
N -0.586 0.298 0.493
C -1.060 0.789 -0.782
C 3.019 2.969 -0.654
C -0.850 1.794 2.393
C 2.031 1.889 -0.313
C 1.057 2.381 0.795
C 0.113 1.212 1.442
H 0.678 -2.339 -4.792
H -2.327 -4.263 2.590
H -3.483 -3.235 0.673
H 2.061 -1.930 -2.802
H -1.680 -1.721 -4.820
H -0.152 -2.944 3.517
H -2.711 -1.389 -0.409
H 1.153 -0.759 -0.984
H 1.968 0.637 2.558
H -0.793 1.879 -0.994
H -2.170 0.776 -0.688
H 3.577 3.155 0.254
H 3.827 2.652 -1.433
H 2.610 3.891 -0.964
H -1.641 1.042 2.454
H -1.187 2.631 1.774
H -0.323 2.132 3.299
H 2.616 1.015 0.051
H 1.469 1.617 -1.192
H 0.460 3.236 0.361
H 1.656 2.757 1.709